# 1
The following is a quantum chemistry calculation of an isolated molecule of C5H8N2 in a non-equilibrium geometry, from the Open Molecules 2025 dataset.

```
15
Properties=species:S:1:pos:R:3:lowdin_charge:R:1
C 1.711 -0.812 -0.063 -0.100
C 1.783 0.740 -0.175 -0.073
C 0.263 0.620 0.426 -0.294
C -1.050 1.122 -0.063 -0.158
C 0.109 -0.719 -0.059 -0.352
H 2.395 -1.378 -0.705 0.094
H 2.256 -0.998 0.915 0.114
H 2.235 1.225 0.564 0.035
H 1.706 1.380 -1.126 0.138
H 0.211 0.696 1.598 0.185
H -1.359 2.226 -0.500 0.154
H -1.879 -1.804 -0.153 0.111
H 0.021 -0.751 -1.109 0.128
N -1.967 0.181 -0.127 0.044
N -1.245 -1.083 0.144 -0.027
```

Summary:
- E_HOMO (eV) = -8.29
- orbital gap (Eh) = 0.346
- LUMO level (eV) = 1.1

***

# 2
The following is a quantum chemistry calculation of a structure of composition C13H33CaCuN2O5 in a non-equilibrium geometry, from the Open Molecules 2025 dataset.

```
55
Properties=species:S:1:pos:R:3:lowdin_charge:R:1
Cu 0.337 -0.985 2.758 0.741
Ca -0.126 -4.528 1.775 1.639
C -1.246 -1.508 0.167 -0.231
O -0.556 -2.251 1.137 -0.539
H -1.445 -2.099 -0.736 0.065
H -2.273 -1.284 0.473 0.086
H -0.730 -0.631 -0.225 0.067
C 0.426 2.403 -1.516 -0.136
O 1.380 2.849 -2.438 -0.180
C 2.724 2.540 -2.098 -0.212
C 3.384 3.525 -1.126 -0.211
N 3.640 4.815 -1.702 -0.065
C 4.360 4.964 -2.981 -0.204
C 4.540 6.445 -3.339 -0.196
O 5.605 7.062 -2.590 -0.153
C 6.819 6.580 -3.057 -0.163
H 0.585 2.863 -0.534 0.081
H 0.222 1.331 -1.412 0.061
H -0.511 2.850 -1.854 0.094
H 3.276 2.625 -3.036 0.107
H 2.732 1.456 -1.929 0.114
H 4.325 3.133 -0.729 0.118
H 2.777 3.795 -0.258 0.111
H 2.803 5.368 -1.839 0.109
H 3.835 4.512 -3.832 0.108
H 5.293 4.403 -2.914 0.114
H 3.636 7.018 -3.123 0.123
H 4.626 6.552 -4.423 0.119
H 6.960 6.543 -4.140 0.095
H 7.217 5.651 -2.625 0.081
H 7.612 7.224 -2.656 0.091
C -5.196 -1.073 3.302 -0.080
O -4.091 -1.969 3.228 -0.192
C -4.231 -3.089 4.061 -0.230
C -2.985 -3.982 4.134 -0.162
N -2.486 -4.338 2.789 -0.161
C -3.380 -5.272 2.110 -0.193
C -3.279 -5.249 0.597 -0.110
O -1.881 -4.906 0.234 -0.398
C -1.601 -5.147 -1.172 -0.038
H -4.905 -0.050 3.064 0.093
H -5.533 -0.905 4.330 0.095
H -6.061 -1.348 2.700 0.098
H -5.115 -3.695 3.837 0.128
H -4.426 -2.694 5.064 0.133
H -3.171 -4.826 4.799 0.136
H -2.177 -3.496 4.690 0.114
H -2.519 -3.451 2.276 0.081
H -4.429 -5.257 2.411 0.137
H -3.028 -6.229 2.511 0.131
H -3.868 -4.505 0.066 0.148
H -3.433 -6.296 0.341 0.139
H -1.459 -4.153 -1.598 0.085
H -2.352 -5.671 -1.756 0.113
H -0.620 -5.621 -1.220 0.094
```

Summary:
- E_HOMO (eV) = -11.53
- net charge = +2
- orbital gap (Eh) = 0.116
- LUMO level (eV) = -8.4

***

# 3
The following is a quantum chemistry calculation of a structure of composition C21H42N5O7 in a non-equilibrium geometry, from the Open Molecules 2025 dataset.

```
75
Properties=species:S:1:pos:R:3:lowdin_charge:R:1
C -0.686 -5.292 0.438 -0.059
C 0.819 -4.777 0.066 -0.190
N 0.943 -3.216 0.147 -0.071
H 2.331 -2.834 0.098 0.044
C 0.217 -2.745 -1.111 -0.194
C 1.240 -2.188 -1.862 -0.142
H 0.747 -1.643 -2.541 0.109
H 1.770 -2.937 -2.493 0.162
C 2.258 -1.236 -1.243 -0.114
N 3.122 -2.238 -0.293 0.256
H 3.637 -2.574 -0.836 -0.012
H 3.585 -1.635 0.412 0.082
C 1.656 -0.368 -0.389 -0.192
H 1.769 -0.346 0.824 0.220
C 0.115 -0.029 -0.668 -0.109
O -0.412 0.810 0.599 0.044
H -1.069 1.186 0.200 -0.063
H -0.036 0.392 -1.444 0.071
C -0.542 -1.251 -0.574 -0.122
H -1.026 -1.470 0.638 0.219
O -1.809 -1.368 -1.484 -0.078
C -2.904 -0.347 -1.034 -0.261
C -3.377 -0.330 0.297 -0.317
O -3.797 -1.695 0.805 -0.058
H -4.401 -1.917 -0.219 0.252
C -4.443 0.598 0.317 -0.303
N -5.059 0.535 1.664 -0.066
H -4.293 0.765 2.320 0.134
C -6.253 -0.199 2.111 -0.053
H -5.872 -1.265 2.073 0.085
H -6.522 0.218 2.940 0.006
H -7.011 -0.026 1.159 0.146
H -5.307 0.308 -0.322 0.192
C -4.019 1.828 -0.174 -0.474
C -5.165 2.910 -0.172 0.057
H -5.818 2.927 -0.903 0.045
H -5.602 2.987 0.620 -0.024
H -4.733 3.986 -0.116 0.148
C -3.393 1.844 -1.530 -0.106
H -3.019 2.864 -1.753 0.187
H -4.069 1.446 -2.114 0.104
O -2.480 0.917 -1.310 -0.027
O -3.043 2.344 0.724 0.052
H -3.385 2.490 1.569 0.079
H -2.703 -0.069 0.878 0.075
H -3.418 -0.833 -1.906 0.197
O 2.377 0.926 -0.508 -0.020
C 2.732 1.683 0.597 -0.526
O 3.543 1.244 1.285 0.112
C 4.615 1.014 0.838 -0.285
C 5.212 1.713 -0.285 0.006
C 4.434 2.840 -0.878 -0.132
H 4.220 2.577 -1.913 0.129
H 5.121 3.585 -0.850 0.083
C 3.323 3.079 0.169 -0.174
N 2.266 3.973 -0.507 0.073
H 1.365 3.991 -0.240 0.011
H 2.521 4.774 -0.963 0.031
H 3.586 3.779 0.978 0.160
H 6.289 1.422 -0.386 0.119
C 5.553 -0.267 1.346 -0.106
N 4.588 -1.282 1.840 -0.053
H 5.073 -2.029 2.147 0.027
H 3.707 -0.924 2.509 0.194
H 6.268 -0.687 0.782 0.063
H 6.037 0.093 2.371 0.145
H 1.720 1.903 1.237 0.215
H 3.044 -0.613 -1.702 0.198
H -0.638 -3.291 -1.439 0.130
H 0.388 -2.952 1.445 0.300
H 1.425 -5.072 0.905 0.098
H 1.050 -5.077 -0.838 0.046
H -1.539 -4.872 -0.360 0.119
H -1.027 -4.800 1.203 -0.035
H -0.689 -6.519 0.214 0.148
```

Summary:
- E_HOMO (eV) = -10.48
- net charge = +1
- orbital gap (Eh) = 0.290
- LUMO level (eV) = -2.6

***

# 4
The following is a quantum chemistry calculation of a cluster of 8 separate species, C30H52O10 in total in a non-equilibrium geometry, from the Open Molecules 2025 dataset.

```
92
Properties=species:S:1:pos:R:3:lowdin_charge:R:1
C 0.853 -0.181 -0.011 -0.101
C 2.287 0.663 -0.165 -0.355
C 2.515 1.129 -1.722 -0.097
C 2.463 1.855 0.947 -0.162
C 2.337 3.386 0.329 -0.281
C 2.699 4.400 1.609 -0.110
C 0.750 3.635 -0.002 -0.167
O 0.519 4.512 -1.198 -0.140
C -0.913 4.921 -1.011 -0.096
C -1.357 6.439 -0.485 0.018
C -2.941 6.891 -0.238 -0.038
C -4.156 5.813 -0.519 -0.009
C -3.722 4.325 -1.056 -0.028
C -2.143 3.844 -1.327 0.041
C -1.870 2.298 -1.904 -0.195
O -0.911 2.021 -2.800 -0.035
C -2.905 1.147 -1.271 0.071
C -4.335 1.590 -1.020 -0.080
C -5.416 0.553 -0.353 -0.114
C -5.709 -0.992 -0.816 -0.020
C -6.825 -1.864 0.056 -0.070
C -7.639 -1.282 1.371 -0.074
C -7.363 0.273 1.820 -0.070
C -6.268 1.139 0.961 -0.014
C -4.864 3.140 -1.358 -0.177
O -6.091 3.395 -1.842 -0.023
H 0.348 -0.196 -1.074 0.066
H 0.170 0.226 0.847 0.075
H 1.106 -1.319 0.237 0.064
H 3.132 -0.144 0.071 0.129
H 1.670 1.897 -1.987 0.071
H 3.547 1.718 -1.750 0.084
H 2.532 0.189 -2.441 0.072
H 1.693 1.727 1.829 0.120
H 3.547 1.738 1.415 0.120
H 3.070 3.603 -0.558 0.137
H 2.519 5.530 1.363 0.084
H 1.990 4.124 2.528 0.091
H 3.803 4.203 1.951 0.058
H 0.254 2.573 -0.116 0.117
H 0.207 4.196 0.899 0.141
H -0.535 7.258 -0.246 0.104
H -3.240 7.974 0.162 0.099
H -5.308 6.057 -0.330 0.113
H -2.500 0.072 -1.043 0.126
H -5.116 -1.439 -1.746 0.100
H -7.062 -2.998 -0.227 0.085
H -8.411 -1.920 2.011 0.090
H -7.889 0.812 2.722 0.085
H -6.064 2.260 1.302 0.098
C 1.380 -3.606 1.971 -0.164
O 2.131 -2.406 1.958 -0.155
H 0.990 -3.792 0.967 0.061
H 2.024 -4.437 2.268 0.076
H 0.546 -3.508 2.671 0.080
H 2.464 -2.268 2.861 0.086
C -0.026 -6.943 -0.548 -0.153
O -0.208 -5.881 0.370 -0.140
H 0.982 -7.347 -0.429 0.060
H -0.757 -7.729 -0.348 0.075
H -0.147 -6.568 -1.568 0.076
H -1.110 -5.543 0.241 0.085
C 1.296 -1.781 -4.337 -0.151
O 2.135 -1.708 -3.198 -0.157
H 0.461 -1.089 -4.208 0.081
H 1.865 -1.502 -5.227 0.078
H 0.911 -2.798 -4.442 0.075
H 2.866 -2.332 -3.341 0.091
C -2.520 5.785 -4.280 -0.166
O -1.769 6.985 -4.292 -0.130
H -2.910 5.600 -5.283 0.082
H -1.876 4.954 -3.982 0.065
H -3.354 5.883 -3.580 0.064
H -1.436 7.123 -3.389 0.058
C 3.282 -8.636 1.623 -0.164
O 3.223 -7.931 0.397 -0.143
H 2.473 -9.370 1.650 0.083
H 4.242 -9.152 1.702 0.079
H 3.163 -7.935 2.453 0.053
H 3.952 -7.288 0.401 0.085
C 6.480 4.424 0.638 -0.160
O 5.866 4.914 1.815 -0.155
H 6.253 3.360 0.536 0.079
H 6.090 4.962 -0.229 0.078
H 7.562 4.559 0.707 0.075
H 6.084 5.860 1.879 0.090
C 2.677 -9.209 5.543 -0.151
O 2.520 -8.385 4.403 -0.157
H 3.737 -9.439 5.673 0.083
H 2.310 -8.682 6.427 0.076
H 2.119 -10.138 5.402 0.078
H 1.571 -8.198 4.313 0.094
```

Summary:
- E_HOMO (eV) = -8.63
- orbital gap (Eh) = 0.253
- LUMO level (eV) = -1.7

***

# 5
The following is a quantum chemistry calculation of the ion C5H12NO with charge +1 in a non-equilibrium geometry, from the Open Molecules 2025 dataset.

```
19
Properties=species:S:1:pos:R:3:lowdin_charge:R:1
C 0.632 -1.253 0.023 0.031
C -0.367 -0.922 -1.059 -0.142
C -1.886 -1.076 -0.895 0.017
C 1.342 1.015 -0.836 0.056
C -0.134 1.040 1.984 -0.074
N 0.295 0.112 -0.262 -0.135
O -0.551 1.037 0.664 -0.054
H 0.354 -1.806 0.801 0.100
H 1.610 -1.585 -0.268 0.139
H -0.090 -1.037 -2.070 0.151
H -2.278 -0.227 -1.460 0.105
H -2.409 -0.970 0.016 0.082
H -2.154 -1.933 -1.355 0.054
H 2.324 0.480 -0.877 0.123
H 1.076 1.388 -1.823 0.109
H 1.507 1.942 -0.207 0.129
H -0.425 0.192 2.588 0.103
H -0.647 1.860 2.452 0.113
H 0.893 1.340 2.025 0.093
```

Summary:
- E_HOMO (eV) = -15.64
- net charge = +1
- orbital gap (Eh) = 0.441
- LUMO level (eV) = -3.6

***

# 6
The following is a quantum chemistry calculation of the ion C3H5BrN2P with charge +1 in a non-equilibrium geometry, from the Open Molecules 2025 dataset.

```
12
Properties=species:S:1:pos:R:3:lowdin_charge:R:1
C 0.567 -1.026 1.944 0.141
C -1.618 -1.127 1.682 -0.566
C -0.338 0.280 0.244 -0.564
N -1.614 -0.195 0.698 -0.004
N 0.736 -0.160 0.980 -0.027
P -0.344 1.406 -1.179 0.873
Br -2.829 -1.605 2.973 0.850
H 1.031 -1.973 2.299 0.110
H -2.437 0.112 0.226 0.139
H 1.644 0.256 0.633 0.199
H -0.458 0.350 -2.134 -0.079
H 0.966 1.077 -1.699 -0.073
```

Summary:
- E_HOMO (eV) = -12.33
- net charge = +1
- orbital gap (Eh) = 0.275
- LUMO level (eV) = -4.9

***

# 7
The following is a quantum chemistry calculation of a cluster of 6 separate species, C22H31N5OS in total in a non-equilibrium geometry, from the Open Molecules 2025 dataset.

```
60
Properties=species:S:1:pos:R:3:lowdin_charge:R:1
C -1.149 -3.113 2.146 -0.255
S 0.375 -2.243 1.654 0.873
O 0.693 -2.804 0.287 -0.585
C -0.443 -0.636 1.336 -0.236
H -1.874 -3.117 1.332 0.060
H -1.617 -2.588 2.980 0.008
H -0.950 -4.141 2.439 0.052
H 0.315 0.018 0.914 0.019
H -0.775 -0.252 2.304 0.028
H -1.297 -0.711 0.665 0.057
N -3.373 0.554 4.272 -0.002
C -2.184 1.141 4.589 -0.134
C -1.356 0.134 5.033 -0.113
C -2.066 -1.071 4.930 -0.145
C -3.358 -0.792 4.517 -0.113
H -4.196 1.068 4.014 0.146
H -2.133 2.214 4.533 0.094
H -0.414 0.154 5.558 0.102
H -1.676 -2.029 5.236 0.098
H -4.231 -1.400 4.357 0.109
N 0.226 3.859 3.256 0.007
C 0.978 3.357 2.225 -0.142
C 2.212 3.954 2.261 -0.092
C 2.093 5.056 3.160 -0.112
C 0.893 4.945 3.800 -0.142
H -0.741 3.717 3.471 0.114
H 0.585 2.621 1.543 0.086
H 2.979 3.686 1.552 0.082
H 2.814 5.840 3.326 0.090
H 0.441 5.651 4.476 0.103
N 0.652 -4.238 -2.326 0.017
C -0.018 -3.842 -3.441 -0.163
C 0.699 -4.200 -4.548 -0.111
C 1.910 -4.812 -4.067 -0.113
C 1.833 -4.801 -2.694 -0.151
H 0.367 -3.966 -1.397 0.093
H -0.974 -3.367 -3.282 0.099
H 0.462 -4.066 -5.590 0.081
H 2.792 -5.132 -4.594 0.081
H 2.639 -4.998 -2.006 0.106
N 3.046 1.382 -3.105 0.006
C 4.106 1.789 -2.359 -0.146
C 3.678 1.918 -1.060 -0.117
C 2.321 1.523 -1.023 -0.105
C 1.948 1.208 -2.307 -0.115
H 3.086 1.137 -4.076 0.146
H 5.100 1.948 -2.741 0.106
H 4.385 2.111 -0.269 0.088
H 1.655 1.505 -0.176 0.054
H 1.062 0.827 -2.787 0.090
N -2.939 1.299 -3.637 -0.003
C -2.575 0.852 -4.879 -0.129
C -1.650 -0.146 -4.673 -0.117
C -1.400 -0.290 -3.286 -0.116
C -2.238 0.635 -2.680 -0.151
H -3.559 2.046 -3.386 0.143
H -3.052 1.232 -5.764 0.104
H -1.244 -0.681 -5.518 0.092
H -0.674 -0.942 -2.833 0.078
H -2.186 0.996 -1.665 0.100
```

Summary:
- E_HOMO (eV) = -7.64
- orbital gap (Eh) = 0.291
- LUMO level (eV) = 0.3

***

# 8
The following is a quantum chemistry calculation of a structure of composition C39H30F3N7S2ScSe, from the Open Molecules 2025 dataset.

```
83
Properties=species:S:1:pos:R:3:lowdin_charge:R:1
Sc 0.312 0.101 0.155 0.841
C -4.602 0.386 2.764 -0.447
S -3.090 0.208 3.726 0.808
C -1.795 0.433 2.522 -1.074
S -2.151 0.571 0.814 0.584
N -0.645 0.493 3.101 -0.089
N 0.411 0.622 2.208 -0.194
C 1.608 0.833 2.743 -0.117
C 2.715 0.863 1.877 -0.280
C 4.043 1.116 2.316 -0.045
C 5.058 1.172 1.413 -0.093
C 4.782 0.975 0.033 -0.086
C 3.494 0.701 -0.331 -0.160
N 2.469 0.622 0.539 -0.011
H -5.313 0.953 3.365 0.022
H -5.029 -0.579 2.503 0.012
H -4.398 0.937 1.848 -0.023
H 1.712 0.974 3.813 0.118
H 4.220 1.274 3.372 0.107
H 6.069 1.369 1.744 0.096
H 5.558 1.026 -0.716 0.091
H 3.242 0.523 -1.371 0.113
Se 2.036 4.839 -5.905 1.013
N 1.495 3.125 -5.789 -0.244
C 1.218 2.892 -4.541 -0.332
C 0.734 1.603 -4.030 -0.110
C 0.454 0.548 -4.854 -0.023
C -0.021 -0.662 -4.315 -0.066
C -0.132 -0.754 -2.945 -0.139
N 0.160 0.235 -2.095 0.001
C 0.537 1.467 -2.622 -0.170
C 0.686 2.550 -1.745 -0.176
N 0.400 2.336 -0.420 0.008
C 0.465 3.352 0.423 -0.127
C 0.836 4.641 0.049 -0.058
C 1.169 4.866 -1.284 -0.020
C 1.102 3.834 -2.196 -0.105
C 1.408 4.012 -3.614 -0.335
N 1.835 5.124 -4.139 -0.247
H 0.596 0.670 -5.921 0.109
H -0.271 -1.509 -4.935 0.093
H -0.465 -1.675 -2.489 0.087
H 0.214 3.118 1.452 0.109
H 0.868 5.429 0.787 0.093
H 1.478 5.844 -1.629 0.110
F -7.949 -5.839 0.159 0.122
C -7.441 -5.384 1.319 -0.583
F -8.332 -4.498 1.812 0.123
F -7.460 -6.433 2.172 0.125
C -6.074 -4.790 1.163 -0.145
C -5.570 -3.976 2.173 -0.018
C -4.294 -3.457 2.076 -0.021
C -3.494 -3.730 0.958 -0.217
C -4.017 -4.545 -0.050 -0.017
C -5.291 -5.077 0.054 -0.019
C -2.178 -3.193 0.862 0.018
C -1.054 -2.746 0.816 -0.098
H -6.180 -3.749 3.038 0.120
H -3.892 -2.827 2.858 0.103
H -3.404 -4.762 -0.915 0.111
H -5.678 -5.710 -0.733 0.114
C 1.935 -3.736 1.881 -0.062
C 1.393 -3.268 0.526 -0.498
C 2.566 -2.638 -0.244 -0.047
C 0.272 -2.203 0.798 -0.244
C 0.921 -4.455 -0.312 -0.171
C 1.333 -5.760 -0.053 -0.033
C 0.969 -6.817 -0.881 -0.093
C 0.191 -6.592 -2.005 -0.109
C -0.225 -5.296 -2.283 -0.083
C 0.133 -4.255 -1.443 -0.040
H 2.193 -2.859 2.477 0.082
H 2.842 -4.338 1.783 0.075
H 1.189 -4.314 2.430 0.096
H 3.050 -1.866 0.357 0.067
H 2.221 -2.181 -1.177 0.077
H 3.316 -3.391 -0.499 0.090
H 0.434 -1.848 1.827 0.073
H 1.942 -5.971 0.815 0.097
H 1.301 -7.819 -0.641 0.095
H -0.095 -7.412 -2.651 0.092
H -0.838 -5.095 -3.153 0.099
H -0.232 -3.262 -1.650 0.077
```

Summary:
- E_HOMO (spin up / spin down) (eV) = -3.16 / -3.50
- net charge = -1
- orbital gap (spin up / spin down) (Eh) = 0.175 / 0.192
- LUMO level (spin up / spin down) (eV) = 1.6 / 1.7